(1)
DFT (the ωB97M-V functional and the def2-TZVPD basis) results for 2 unconnected molecules or ions with the total composition C4H14NOS2 at a distorted geometry.

Bonds (Å) are listed after each position.
Positions of all 22 atoms, in Å:
1 N 0.86981 -1.47747 2.03947  C2 1.537, H8 0.988, H9 1.027, H10 1.008
2 C 0.81055 -2.41671 0.82395  N1 1.537, C3 1.562, H11 1.115, H12 1.149
3 C 0.19527 -1.65111 -0.39088  C2 1.562, S4 1.909, H13 1.152, H14 1.154
4 S 0.91001 0.10927 -0.57745  C3 1.909, S5 2.032
5 S -0.73378 1.26884 -0.86169  S4 2.032, C6 1.822
6 C -0.91646 2.19631 -2.41881  S5 1.822, C7 1.621, H15 1.079, H16 1.204
7 C -1.67958 1.45761 -3.64327  C6 1.621, H17 1.082, H18 1.099, H19 1.163
8 H 0.30149 -1.76915 2.79277  N1 0.988
9 H 1.82768 -1.62472 2.37895  N1 1.027
10 H 0.67985 -0.49583 1.91240  N1 1.008
11 H 0.24428 -3.36661 0.96608  C2 1.115
12 H 1.90808 -2.67912 0.60987  C2 1.149
13 H -0.94736 -1.76749 -0.47921  C3 1.152
14 H 0.25634 -2.29551 -1.34648  C3 1.154
15 H -1.54312 3.06031 -2.26016  C6 1.079
16 H 0.25358 2.38844 -2.62564  C6 1.204
17 H -1.15473 1.76920 -4.53685  C7 1.082
18 H -2.75628 1.53074 -3.43427  C7 1.099
19 H -1.51597 0.34350 -3.35385  C7 1.163
20 H 0.55221 2.38215 4.59796  O22 0.981
21 H 1.29380 1.41907 5.37677  O22 0.979
22 O 1.14434 1.61829 4.43035  H20 0.981, H21 0.979

HOMO level (spin up / spin down)	-17.120 / -17.120	eV
⟨S²⟩	0.75
E_tot	-29563.1306	eV
gap between HOMO and LUMO (spin up / spin down)	0.3317 / 0.2070	hartree
ΔE to the lowest compared entry with this formula, charge and spin	1.639	eV
spin multiplicity	2
charge	+2

(2)
DFT (the ωB97M-V functional and the def2-TZVPD basis) results for 2 unconnected molecules or ions with the total composition C4H14NOSi at a distorted geometry.

Bonds (Å) are listed after each position.
Positions of all 21 atoms, in Å:
1 C 0.30129 2.66769 -0.02897  C2 1.537, H8 1.158, H9 1.037, H10 1.131
2 C -0.68639 1.51645 0.21948  C1 1.537, C3 1.570, H11 1.036, H12 1.185
3 C -0.07144 0.22449 0.86688  C2 1.570, C4 1.442, H13 1.165, H14 1.130
4 C 0.71086 -0.67179 0.05240  C3 1.442, N5 1.283, Si7 1.954
5 N 1.14500 -0.22076 -1.06800  C4 1.283, H16 1.050, H17 1.028
6 O -1.87309 -1.28529 -0.79776  H15 0.896, H18 1.040
7 Si 1.01955 -2.49567 0.68163  C4 1.954, H19 1.373, H20 1.456, H21 1.422
8 H 1.38043 2.24816 -0.05484  C1 1.158
9 H 0.19946 3.45009 0.64455  C1 1.037
10 H 0.24580 3.06287 -1.08691  C1 1.131
11 H -1.21539 1.20836 -0.61581  C2 1.036
12 H -1.44645 1.94819 1.01889  C2 1.185
13 H 0.63890 0.67424 1.67361  C3 1.165
14 H -0.86196 -0.47705 1.26611  C3 1.130
15 H -2.25377 -2.07624 -0.61995  O6 0.896
16 H 0.93136 0.79105 -1.24810  N5 1.050
17 H 1.54405 -0.87805 -1.74958  N5 1.028
18 H -2.54021 -0.77635 -1.41252  O6 1.040
19 H 0.73560 -2.65970 2.01529  Si7 1.373
20 H 2.21180 -3.06261 0.06768  Si7 1.456
21 H -0.11540 -3.18808 0.17593  Si7 1.422

HOMO level	-15.396	eV
E_tot	-15781.8792	eV
gap between HOMO and LUMO	0.4115	hartree
ΔE to the lowest compared entry with this formula, charge and spin	2.567	eV
spin multiplicity	1
charge	+1

(3)
DFT (the ωB97M-V functional and the def2-TZVPD basis) results for 2 unconnected molecules or ions with the total composition C4H14NS at a distorted geometry.

Bonds (Å) are listed after each position.
Positions of all 20 atoms, in Å:
1 C 0.33457 -0.41818 2.00760  C2 1.532, S3 1.862, H4 1.087, H5 1.084
2 C -0.12680 -0.88474 3.39165  C1 1.532, H6 1.089, H8 1.083, H9 1.071
3 S -0.41543 -1.25219 0.52105  C1 1.862, H7 1.339
4 H 0.15056 0.61889 1.74025  C1 1.087
5 H 1.39154 -0.60047 1.84995  C1 1.084
6 H 0.74721 -0.98143 4.03433  C2 1.089
7 H -0.70042 -2.47690 0.98100  S3 1.339
8 H -0.45623 -1.91290 3.30173  C2 1.083
9 H -0.93296 -0.25788 3.71387  C2 1.071
10 C -0.02593 1.49785 -2.54054  C11 1.519, N12 1.528, H13 1.076, H14 1.090
11 C 0.06448 2.41578 -1.33393  C10 1.519, H15 1.089, H16 1.080, H20 1.095
12 N 0.51109 0.10412 -2.21612  C10 1.528, H17 1.025, H18 1.022, H19 1.020
13 H -1.02260 1.37238 -2.92545  C10 1.076
14 H 0.61746 1.86081 -3.34263  C10 1.090
15 H -0.92303 2.73246 -1.00156  C11 1.089
16 H 0.72319 3.25434 -1.50612  C11 1.080
17 H 0.65747 0.02584 -1.20426  N12 1.025
18 H -0.07267 -0.69643 -2.46827  N12 1.022
19 H 1.41998 -0.01754 -2.66259  N12 1.020
20 H 0.44703 1.91750 -0.43686  C11 1.095

HOMO level	-12.824	eV
E_tot	-16693.4905	eV
gap between HOMO and LUMO	0.3496	hartree
ΔE to the lowest compared entry with this formula, charge and spin	0.701	eV
spin multiplicity	1
charge	+1

(4)
DFT (the ωB97M-V functional and the def2-TZVPD basis) results for 2 unconnected molecules or ions with the total composition C4H14NS2.

Bonds (Å) are listed after each position.
Positions of all 21 atoms, in Å:
1 C 2.93503 0.61568 -0.18388  C2 1.532, H4 1.088, H5 1.091, H6 1.090
2 C 2.39234 -0.75620 0.22894  C1 1.532, S3 1.823, H7 1.087, H8 1.090
3 S 1.40941 -1.42848 -1.15112  C2 1.823, H9 1.343
4 H 2.07610 1.26401 -0.34670  C1 1.088
5 H 3.56741 0.50467 -1.06537  C1 1.091
6 H 3.60224 1.00125 0.58677  C1 1.090
7 H 3.20034 -1.45658 0.42644  C2 1.087
8 H 1.75600 -0.67291 1.10986  C2 1.090
9 H 1.24564 -2.68064 -0.69262  S3 1.343
10 C -2.04463 0.68506 -0.46225  C11 1.525, N13 1.484, H14 1.086, H15 1.093
11 C -1.76049 0.44886 1.01724  C10 1.525, S12 1.823, H16 1.091, H17 1.094
12 S -2.59952 1.72747 2.00928  C11 1.823, H18 1.338
13 N -1.68390 -0.51461 -1.25773  C10 1.484, H19 1.053, H20 1.050, H21 1.056
14 H -1.52319 1.56473 -0.82772  C10 1.086
15 H -3.11628 0.87514 -0.56750  C10 1.093
16 H -0.68711 0.39036 1.20210  C11 1.091
17 H -2.14247 -0.53466 1.30513  C11 1.094
18 H -1.85114 1.49125 3.09307  S12 1.338
19 H -1.87877 -0.47746 -2.29219  N13 1.053
20 H -2.24949 -1.34973 -0.96620  N13 1.050
21 H -0.64751 -0.69721 -1.16556  N13 1.056

HOMO level (spin up / spin down)	-3.325 / -9.576	eV
⟨S²⟩	0.75
E_tot	-27532.2481	eV
gap between HOMO and LUMO (spin up / spin down)	0.1366 / 0.3641	hartree
ΔE to the lowest compared entry with this formula, charge and spin	0.722	eV
spin multiplicity	2
charge	0

What did the third record say?
DFT (the ωB97M-V functional and the def2-TZVPD basis) results for 2 unconnected molecules or ions with the total composition C4H14NS at a distorted geometry.

Bonds (Å) are listed after each position.
Positions of all 20 atoms, in Å:
1 C 0.33457 -0.41818 2.00760  C2 1.532, S3 1.862, H4 1.087, H5 1.084
2 C -0.12680 -0.88474 3.39165  C1 1.532, H6 1.089, H8 1.083, H9 1.071
3 S -0.41543 -1.25219 0.52105  C1 1.862, H7 1.339
4 H 0.15056 0.61889 1.74025  C1 1.087
5 H 1.39154 -0.60047 1.84995  C1 1.084
6 H 0.74721 -0.98143 4.03433  C2 1.089
7 H -0.70042 -2.47690 0.98100  S3 1.339
8 H -0.45623 -1.91290 3.30173  C2 1.083
9 H -0.93296 -0.25788 3.71387  C2 1.071
10 C -0.02593 1.49785 -2.54054  C11 1.519, N12 1.528, H13 1.076, H14 1.090
11 C 0.06448 2.41578 -1.33393  C10 1.519, H15 1.089, H16 1.080, H20 1.095
12 N 0.51109 0.10412 -2.21612  C10 1.528, H17 1.025, H18 1.022, H19 1.020
13 H -1.02260 1.37238 -2.92545  C10 1.076
14 H 0.61746 1.86081 -3.34263  C10 1.090
15 H -0.92303 2.73246 -1.00156  C11 1.089
16 H 0.72319 3.25434 -1.50612  C11 1.080
17 H 0.65747 0.02584 -1.20426  N12 1.025
18 H -0.07267 -0.69643 -2.46827  N12 1.022
19 H 1.41998 -0.01754 -2.66259  N12 1.020
20 H 0.44703 1.91750 -0.43686  C11 1.095

HOMO level	-12.824	eV
E_tot	-16693.4905	eV
gap between HOMO and LUMO	0.3496	hartree
ΔE to the lowest compared entry with this formula, charge and spin	0.701	eV
spin multiplicity	1
charge	+1

> Which formula does entry 2 have?

C4H14NOSi

> What is the formula in the first record?

C4H14NOS2